Model P:
# C3H7ClN5

A gas-phase ion, C3H7ClN5 (charge +1) (ωB97M-V/def2-TZVPD, the Open Molecules 2025 dataset).

Calculated values
- Structure (SMILES): NC1=N[C@@](N)(Cl)[NH+]=CN1
- Multiplicity: 1
- Orbital gap: 10.0976 eV
- Total charge: +1

Last column: Löwdin charge in e.
Element x y z (Å)
1 N -0.7689 -1.2241 -0.3084  0.13
2 N -0.1741 1.0332 0.3454  0.12
3 C 1.0147 0.7370 -0.0354  -0.38
4 N -1.6092 -0.1979 1.6706  0.08
5 N 1.4054 -0.5574 -0.6001  0.17
6 Cl -2.6173 0.7208 -0.8117  0.53
7 H -1.6151 -1.7315 -0.5327  0.14
8 C 0.4101 -1.3526 -0.8098  -0.12
9 H 0.5692 -2.3505 -1.2424  0.18
10 H 1.6656 2.5980 0.1560  0.17
11 N 1.9481 1.6491 -0.1839  0.19
12 H -2.4772 -0.8061 1.6353  0.13
13 H 2.7552 1.3715 -0.7448  0.13
14 H 2.3167 -0.7223 -1.1650  0.23
15 H -1.6203 0.6864 2.2546  0.14
16 C -1.2027 0.1464 0.3722  -0.83

Model Q:
# C3H7ClN5

A gas-phase ion, C3H7ClN5 (charge +1) (ωB97M-V/def2-TZVPD, the Open Molecules 2025 dataset).

Calculated values
- Structure (SMILES): NC1=C(Cl)C=N[N@@H+](N)N1
- Multiplicity: 1
- Orbital gap: 7.2340 eV
- Total charge: +1

Last column: Löwdin charge in e.
Element x y z (Å)
1 N 1.2803 1.9760 0.9583  0.23
2 H 1.6213 0.0627 -0.5285  0.15
3 H 2.0495 2.0368 0.3818  0.11
4 C -1.5966 -0.2232 1.4272  -0.17
5 H 1.3676 2.6429 1.6188  0.08
6 C 0.6276 0.8432 0.8834  -0.30
7 N 0.8680 -0.1607 0.1035  0.18
8 H -1.2936 -0.2292 -1.8552  0.15
9 N -1.3976 -1.1702 0.5011  0.02
10 N -0.6162 -0.9975 -1.6645  0.13
11 H -2.5897 -0.3552 1.8176  0.13
12 Cl -0.9924 1.8605 3.0398  0.72
13 H -0.8923 -1.7536 -2.1711  0.07
14 C -0.7646 0.7877 1.7464  -0.62
15 H 0.1319 -2.1998 -0.2880  0.20
16 N -0.3524 -1.2922 -0.2855  -0.08

Result of the stability comparison: model Q is the least stable of them.

Model P:
# C5H4N2O2

C5H4N2O2 in the gas phase (ωB97M-V/def2-TZVPD, the Open Molecules 2025 dataset).

Calculated values
- Structure (SMILES): NC(=O)C1=CC=NC1=O
- Multiplicity: 1
- Orbital gap: 8.3066 eV

Last column: Löwdin charge in e.
Element x y z (Å)
1 C 0.9994 0.9982 -0.0156  -0.36
2 H 0.3252 -2.2068 -0.2283  0.13
3 H 3.1190 -1.4394 -0.0367  0.12
4 H -1.7730 1.8108 -0.0258  0.03
5 C 0.0224 -0.2359 -0.2496  -0.03
6 O 0.6502 2.1185 0.1282  0.15
7 C 2.2594 -0.7930 0.0508  -0.12
8 N -2.2168 0.9655 -0.0588  0.16
9 N 2.3175 0.4551 0.3696  0.14
10 C -1.4294 -0.2142 -0.0218  -0.44
11 C 0.9307 -1.2781 -0.2133  0.02
12 O -1.9429 -1.2305 0.4629  0.04
13 H -3.2616 1.0497 -0.1616  0.14

Model Q:
# C5H4N2O2

2 unconnected molecules or ions with the total composition C5H4N2O2 (ωB97M-V/def2-TZVPD, the Open Molecules 2025 dataset).

Calculated values
- Multiplicity: 1
- Orbital gap (alpha / beta): 6.4707 / 5.5908 eV

Last column: Löwdin charge in e.
Element x y z (Å)
1 C -0.1933 0.6671 0.1773  -0.11
2 H -0.5697 -2.5791 -0.5148  0.08
3 C 0.2224 -0.9654 -1.3599  -0.05
4 N 0.3039 0.4553 -1.0863  -0.22
5 O 2.9005 -2.4027 -0.2803  0.19
6 H -0.8943 -0.7320 1.6624  0.09
7 C -0.6647 -0.5636 0.6565  -0.02
8 H 1.2581 2.1228 -1.3564  0.10
9 N 1.0917 1.1983 -1.8314  0.23
10 O 3.7737 -0.5575 -1.3682  0.19
11 C -0.4749 -1.5350 -0.3812  -0.15
12 H -0.1418 1.6734 0.7220  0.13
13 C 3.3040 -1.4748 -0.8519  -0.45

Result of the stability comparison: model Q is the least stable of them.

Model P:
# C2H4NO2

2 unconnected molecules or ions with the total composition C2H4NO2 (ωB97M-V/def2-TZVPD, the Open Molecules 2025 dataset).

Calculated values
- Multiplicity: 1
- Orbital gap (alpha / beta): 6.8313 / 6.2183 eV
- Total charge: -1

Last column: Löwdin charge in e.
Element x y z (Å)
1 H 0.7807 -1.5446 0.0160  0.05
2 H -2.2449 0.9344 -0.7739  0.03
3 O -2.8376 -0.1156 0.8480  -0.26
4 O 1.3314 0.0497 1.0246  -0.22
5 H 2.3362 -0.6693 -0.4370  0.06
6 C 1.3304 -0.6722 -0.1276  -0.33
7 N -2.2018 -0.0484 -0.2225  -0.14
8 H 1.0203 1.5015 -0.3170  0.01
9 C 0.4853 0.5646 -0.0106  -0.19

Model Q:
# C2H4NO2

A gas-phase ion, C2H4NO2 (charge -1) (ωB97M-V/def2-TZVPD, the Open Molecules 2025 dataset).

Calculated values
- Structure (SMILES): CNC(=O)[O-]
- Multiplicity: 1
- Orbital gap: 7.4421 eV
- Total charge: -1

Last column: Löwdin charge in e.
Element x y z (Å)
1 H -1.8413 0.9751 -0.4160  0.08
2 C -1.3436 1.1414 0.6007  -0.11
3 C 0.4288 -0.3109 -0.3359  -0.79
4 H -1.3533 2.2685 0.6415  0.06
5 H 0.6993 0.6550 1.3289  0.03
6 O 1.5419 -1.0168 -0.1089  -0.22
7 N 0.1425 0.7786 0.5794  -0.03
8 H -1.6569 0.4778 1.3602  0.05
9 O -0.4614 -0.8344 -0.9610  -0.07

Model R:
# C2H4NO2

A gas-phase ion, C2H4NO2 (charge -1) (ωB97M-V/def2-TZVPD, the Open Molecules 2025 dataset).

Calculated values
- Multiplicity: 1
- Orbital gap (alpha / beta): 6.3543 / 5.4810 eV
- Total charge: -1

Last column: Löwdin charge in e.
Element x y z (Å)
1 H -1.0217 -0.8943 1.0165  0.10
2 N -1.3446 -0.6865 -1.0619  -0.22
3 O 1.1815 1.0520 -0.8244  -0.17
4 C -0.0369 0.9017 -0.0534  -0.23
5 H -0.7787 1.5890 -0.4760  0.04
6 H 1.7888 0.3070 -0.7832  0.04
7 H 0.4033 -0.9839 -0.2723  0.07
8 O -2.5708 -0.7512 -0.7957  -0.26
9 C -0.5107 -0.5278 0.0706  -0.37

Result of the stability comparison: model P is the least stable of them.

Model P:
# C2H4NO2

2 unconnected molecules or ions with the total composition C2H4NO2 (ωB97M-V/def2-TZVPD, the Open Molecules 2025 dataset).

Calculated values
- Multiplicity: 1
- Orbital gap: 6.8309 eV
- Total charge: -1

Last column: Löwdin charge in e.
Element x y z (Å)
1 H -0.4186 -0.8550 -0.2797  -0.01
2 C -0.7078 0.0480 0.0525  -0.08
3 O 2.1032 -1.0196 -0.2211  -0.27
4 N 2.8755 -0.0895 -0.5745  -0.39
5 C -2.0081 0.1773 0.1447  -0.10
6 O 3.2247 0.7548 0.3037  -0.27
7 H -2.7272 0.9392 0.3723  0.02
8 H 0.1263 0.8299 0.1026  0.08
9 H -2.4679 -0.7851 0.0995  0.02

Model Q:
# C2H4NO2

A gas-phase ion, C2H4NO2 (charge -1) (ωB97M-V/def2-TZVPD, the Open Molecules 2025 dataset).

Calculated values
- Structure (SMILES): NCC(=O)[O-]
- Multiplicity: 1
- Orbital gap: 8.5852 eV
- Total charge: -1

Last column: Löwdin charge in e.
Element x y z (Å)
1 C 0.4278 -0.2320 -0.0530  -0.27
2 H 0.9881 0.1669 -0.9831  0.10
3 O -1.9895 -0.1588 0.1627  -0.10
4 H -0.3371 1.3314 0.8986  0.07
5 N 0.6180 0.8388 0.8911  -0.09
6 H 1.1198 -0.9574 0.2021  0.05
7 H 1.2142 1.5521 0.3686  0.06
8 O -1.0018 -1.7885 -1.0843  -0.09
9 C -1.0395 -0.7525 -0.4028  -0.74

Result of the stability comparison: model P is the least stable of them.

Model P:
# C3H4N4O2

A molecular structure, C3H4N4O2 (ωB97M-V/def2-TZVPD, the Open Molecules 2025 dataset).

Calculated values
- Multiplicity: 1
- Orbital gap: 8.3636 eV

Last column: Löwdin charge in e.
Element x y z (Å)
1 C 0.2346 -1.2504 -0.2320  -0.41
2 O 0.1388 -2.4973 -0.0567  -0.01
3 H -0.4171 -0.7890 2.4286  0.13
4 N -1.2239 -0.6665 1.6984  0.03
5 N -0.4795 -0.3660 0.5252  -0.20
6 N 1.1648 0.7190 -1.2907  0.16
7 H -2.0098 -1.6566 1.4975  0.23
8 C 0.3845 1.4613 -0.4791  -0.45
9 C 1.1403 -0.5757 -1.1806  0.01
10 H 1.5146 -1.2489 -1.9442  0.13
11 O 0.4331 2.7474 -0.8765  0.06
12 H -0.4680 3.1642 -0.5608  0.18
13 N -0.4123 0.9584 0.4709  0.15

Model Q:
# C3H4N4O2

C3H4N4O2 in the gas phase (ωB97M-V/def2-TZVPD, the Open Molecules 2025 dataset).

Calculated values
- Structure (SMILES): [H]/N=N\c1c[nH]o/c1=N\O
- Multiplicity: 1
- Orbital gap: 7.7586 eV

Last column: Löwdin charge in e.
Element x y z (Å)
1 N 2.9022 -1.1115 -0.1365  0.07
2 C 0.8439 0.9807 -0.2114  -0.04
3 O -1.3474 0.9541 0.0012  0.02
4 C 0.6761 -0.3244 0.0508  -0.15
5 C -0.8332 -0.3744 -0.0811  -0.21
6 N 1.7560 -1.2970 0.3945  0.00
7 H 2.7694 -0.1778 -0.5413  0.02
8 N -1.5204 -1.5157 -0.0814  0.08
9 H -3.3111 -1.8253 -0.1814  -0.01
10 N -0.3171 1.7070 0.0706  -0.08
11 H 1.6938 1.5731 -0.1096  0.11
12 H -0.4192 2.5179 0.7830  0.21
13 O -2.8929 -1.1068 0.0425  -0.02

Result of the stability comparison: model Q is the least stable of them.

Model P:
# C8H10S

A molecular structure, C8H10S (ωB97M-V/def2-TZVPD, the Open Molecules 2025 dataset).

Calculated values
- Multiplicity: 1
- Orbital gap: 7.6354 eV

Last column: Löwdin charge in e.
Element x y z (Å)
1 H 1.0392 -2.3105 -0.0509  0.12
2 H -1.9043 0.3938 0.9562  0.12
3 H -1.3001 2.0912 -0.6773  0.11
4 H 0.4166 1.8737 -0.3244  0.12
5 H -1.3232 -0.0993 -1.8776  0.12
6 S 0.1700 1.9608 3.5169  0.68
7 H 1.2252 -1.1395 2.6993  0.11
8 H -0.1166 0.9861 -2.5773  0.11
9 C 0.5745 -0.5042 2.1192  -0.09
10 H 1.6421 -0.1405 -1.1469  0.12
11 C -0.3726 0.4067 -1.6880  -0.20
12 H -0.6473 -2.0631 -0.5529  0.13
13 C -0.5269 1.3477 -0.4840  -0.18
14 C -0.8535 0.5274 0.7332  -0.12
15 C 0.0188 -0.6718 0.8913  -0.22
16 C 0.7100 -0.6390 -1.4244  -0.19
17 C 0.2805 -1.5581 -0.2663  -0.13
18 H 0.9025 -1.2309 -2.3222  0.11
19 C 0.0652 0.7695 2.4762  -0.71

Model Q:
# C8H10S

A molecular structure, C8H10S (ωB97M-V/def2-TZVPD, the Open Molecules 2025 dataset).

Calculated values
- Multiplicity: 1
- Orbital gap: 8.4619 eV

Last column: Löwdin charge in e.
Element x y z (Å)
1 C 1.0585 -1.5754 -0.7675  -0.12
2 H 0.9902 1.9603 0.9849  0.04
3 H 0.4600 -2.5321 1.2196  0.11
4 C -2.5600 0.6565 -0.0063  -0.69
5 C -1.6152 0.0855 0.9712  -0.21
6 S -4.1746 0.7244 0.1080  0.66
7 C -0.3911 -0.6749 0.3708  -0.18
8 C 0.0205 -2.1056 0.3017  -0.11
9 H -2.0942 -0.5668 1.6130  0.08
10 H -0.6753 -2.9168 -0.0961  0.12
11 H -1.0637 0.8712 1.5208  0.12
12 C 0.6298 -0.2078 -0.4116  -0.21
13 H -2.1460 1.0220 -1.0974  0.11
14 H 2.0768 -1.7544 -0.6658  0.09
15 H 1.2097 1.2193 -1.9404  0.11
16 C 1.1904 2.1517 -0.0113  0.04
17 H 1.3410 3.0793 -0.4696  0.04
18 H 0.6083 -1.7903 -1.7007  0.10
19 C 1.1093 1.1189 -0.8585  -0.10

Result of the stability comparison: model Q is the least stable of them.